Density functional theory data (ωB97M-V/def2-TZVPD) for a molecular structure, C7H5BiLiO3 at a distorted geometry.

```
! RIJCOSX wB97M-V def2-TZVPD def2/J DEFGRID3
* xyz 1 1
O -4.0008 0.1208 0.1180
C -2.8145 0.1000 0.2478
C -1.5482 0.2728 0.3172
C -0.4020 -0.5941 0.6139
C 0.3322 -0.2235 1.8951
O 1.1073 -0.9492 2.5160
Bi -1.3523 2.6753 -0.1308
H -0.7104 -1.6508 0.7346
H -0.1138 0.6365 2.4345
C 0.7936 1.2509 -1.9041
C 1.0346 -0.0347 -1.6204
C 0.9156 -0.7037 -0.3128
O 1.7435 -1.5830 -0.0721
Li 2.2670 -2.1687 1.6413
H 0.3844 1.9354 -1.1641
H 1.0233 1.6360 -2.8992
H 1.3407 -0.7200 -2.4150
*
```

Results
HOMO-LUMO gap (spin up / spin down)   6.31 / 6.15 eV
LUMO energy (spin up / spin down)   -0.180 / -0.183 hartree
E_HOMO (spin up / spin down)   -11.217 / -11.122 eV

***

Density functional theory data (ωB97M-V/def2-TZVPD) for C3H5OPS in the gas phase at a distorted geometry.

```
! RIJCOSX wB97M-V def2-TZVPD def2/J DEFGRID3
* xyz 0 1
C -1.5552 1.0772 -1.2590
C -1.3249 0.3246 -0.2800
C -0.8722 -0.4457 0.6974
P 0.8372 -1.0154 0.4518
O 1.2801 -1.7069 1.6747
S 1.8176 0.8262 0.2077
H -2.1033 0.8131 -2.1467
H -0.8552 1.8900 -1.5054
H -1.0510 -0.6172 1.7590
H 1.1144 -1.6528 -0.7748
H 2.7126 0.5068 1.1752
*
```

Results
HOMO-LUMO gap   10.23 eV
LUMO energy   0.015 hartree
SMILES string   C=C=C[P@H](=O)S
E_HOMO   -9.825 eV
Energy above the lowest of the compared OMol25 structures with the same formula, charge and spin   0.6562 eV

***

Density functional theory data (ωB97M-V/def2-TZVPD) for 2 unconnected molecules or ions with the total composition Cl4HISi2 at a distorted geometry.

```
! RIJCOSX wB97M-V def2-TZVPD def2/J DEFGRID3
* xyz 0 1
Si -2.3108 0.4533 -0.2843
Si 3.9074 -1.5459 -0.1108
Cl -2.0122 1.4499 1.5033
Cl -1.4799 1.1803 -1.9589
Cl 2.6120 -1.4154 1.3895
Cl -1.4561 -1.3703 -0.0303
I 4.4115 0.8669 -0.2451
H -3.6718 0.3812 -0.2634
*
```

Results
HOMO-LUMO gap   8.28 eV
LUMO energy   -0.036 hartree
E_HOMO   -9.268 eV
Energy above the lowest of the compared OMol25 structures with the same formula, charge and spin   0.8057 eV

***

Density functional theory data (ωB97M-V/def2-TZVPD) for a molecular structure, C17H34OP2Pb at a distorted geometry.

```
! RIJCOSX wB97M-V def2-TZVPD def2/J DEFGRID3
* xyz 2 1
P 1.3014 2.0013 0.9069
P 1.5738 -1.9438 0.4915
C 0.2667 0.6875 0.0614
C 0.1524 -0.7253 0.6450
H 0.4913 0.6513 -1.0211
H -0.7421 1.1051 0.0936
H -0.1467 -0.7119 1.7066
H -0.6522 -1.2257 0.0936
C 1.3875 -2.3690 -1.3220
H 2.1271 -3.1112 -1.6506
H 1.4177 -1.5076 -2.0082
H 0.4087 -2.8550 -1.4678
C 0.9354 -3.5063 1.1793
H 0.0359 -3.8525 0.6571
H 0.6997 -3.4070 2.2403
H 1.6779 -4.3068 1.0679
C 0.9635 3.5560 -0.0073
H 1.5283 4.3738 0.4772
H -0.1174 3.7792 0.0496
H 1.2801 3.4749 -1.0626
C 0.3792 2.1465 2.4858
H 0.5968 1.2563 3.1028
H -0.7060 2.1994 2.2570
H 0.6867 3.0659 3.0190
Pb 3.1034 0.5547 -0.6512
C -2.4767 -1.3646 -1.0474
C -1.7787 -1.2026 -2.1843
C -2.2436 -0.3830 -3.3291
C -2.6796 1.0655 -2.9766
C -2.0720 1.6290 -1.7402
C -2.6511 1.6210 -0.5241
C -3.7706 0.7293 -0.1223
C -3.7842 -0.7197 -0.6940
C 4.0290 1.4981 1.2560
H -2.2165 -2.1751 -0.3476
H -0.9157 -1.8200 -2.4133
H -3.0914 -0.8718 -3.8386
H -1.4503 -0.3369 -4.0852
H -2.3881 1.7112 -3.8223
H -3.7751 1.1107 -2.9081
H -1.1361 2.1680 -1.9176
H -2.3760 2.3567 0.2350
H -4.7356 1.1939 -0.3895
H -3.7979 0.6645 0.9771
H -4.2445 -1.3536 0.0830
H -4.4715 -0.7592 -1.5494
H 4.2911 0.9262 2.1507
H 3.4713 2.3980 1.5949
H 4.9721 1.8639 0.8131
C 3.8581 -1.7269 2.4952
C 2.4476 -1.3847 2.1615
O 1.6877 -0.8105 2.9481
H 4.3291 -2.3962 1.7531
H 3.8557 -2.1503 3.5184
H 4.4648 -0.8109 2.5595
*
```

Results
HOMO-LUMO gap (spin up / spin down)   4.79 / 4.79 eV
LUMO energy (spin up / spin down)   -0.330 / -0.330 hartree
E_HOMO (spin up / spin down)   -13.772 / -13.771 eV
Energy above the lowest of the compared OMol25 structures with the same formula, charge and spin   0.4032 eV

***

Density functional theory data (ωB97M-V/def2-TZVPD) for 3 unconnected molecules or ions with the total composition C15H16BF16N2O6P.

```
! RIJCOSX wB97M-V def2-TZVPD def2/J DEFGRID3
* xyz 0 1
C 2.2790 6.4541 0.5797
P 1.7462 5.5182 -0.8854
O 0.1680 5.9699 -0.9522
C 1.6367 3.7416 -0.2054
C 1.6749 3.6906 1.2487
N 1.6419 3.6748 2.4006
C 2.7582 2.8994 -0.8696
C 3.7047 2.2980 0.0982
N 4.4781 1.7248 0.7293
O 2.1568 1.8941 -1.6529
B 2.9769 1.0620 -2.4306
O 2.6817 -0.2619 -2.4867
O 4.0025 1.5506 -3.2225
H 1.4429 6.9473 1.0770
H 2.7729 5.8093 1.3078
H 3.0007 7.1961 0.2350
H -0.1678 5.7150 -1.8219
H 0.6599 3.3410 -0.4936
H 3.3548 3.5655 -1.5097
H 1.9915 -0.4831 -1.8463
H 4.7288 1.9136 -2.7048
F 0.3124 -5.5262 -0.8513
C 0.9381 -4.3361 -0.8115
F 1.0879 -3.9799 0.4850
C 0.1174 -3.2513 -1.5155
F -1.0267 -3.0197 -0.8460
F 0.8910 -2.1209 -1.4069
C -0.1640 -3.4047 -3.0183
O -1.4323 -3.8903 -3.4088
C -1.7019 -5.2214 -3.5656
F -0.5964 -5.9810 -3.4877
F -2.2111 -5.3808 -4.8084
C -2.7923 -5.6982 -2.5980
F -2.4360 -5.4616 -1.3209
F -2.9595 -7.0287 -2.7601
H 1.9268 -4.4261 -1.2693
H -0.1577 -2.3831 -3.3957
H 0.6480 -3.9259 -3.5256
H -3.7300 -5.1821 -2.8125
F -2.3626 2.3223 2.9447
C -1.1883 2.1888 2.2975
F -1.2615 2.9304 1.1574
C -0.9181 0.7378 1.8939
F -1.8344 0.3239 0.9918
F 0.2910 0.7803 1.2527
C -0.7595 -0.3085 3.0063
O -1.8691 -1.1329 3.3083
C -2.8197 -0.7904 4.2270
F -2.4890 0.3081 4.9261
F -2.9103 -1.8138 5.1084
C -4.2082 -0.6637 3.5879
F -4.2004 0.2474 2.5962
F -5.0844 -0.2617 4.5351
H -0.3810 2.5797 2.9165
H -0.0261 -1.0087 2.6088
H -0.3185 0.1273 3.9029
H -4.5208 -1.6297 3.1871
*
```

Results
HOMO-LUMO gap   9.88 eV
LUMO energy   0.008 hartree
SMILES string   CP(O)[C@H](C#N)[C@@H](C#N)OB(O)O.FC(F)C(F)(F)COC(F)(F)C(F)F.FC(F)C(F)(F)COC(F)(F)C(F)F
E_HOMO   -9.666 eV

***

Density functional theory data (ωB97M-V/def2-TZVPD) for a molecular structure, C2H3OSr at a distorted geometry.

```
! RIJCOSX wB97M-V def2-TZVPD def2/J DEFGRID3
* xyz 1 1
O 0.0053 0.9697 -0.1635
C 0.3011 0.1574 -0.9631
C 0.5937 -0.9550 -1.5658
H 1.6194 -1.3237 -1.5132
H -1.5488 0.8149 3.9366
H -0.2169 -1.5539 -1.9845
Sr -0.7537 1.8905 2.2534
*
```

Results
HOMO-LUMO gap   7.43 eV
LUMO energy   -0.175 hartree
E_HOMO   -12.194 eV
Energy above the lowest of the compared OMol25 structures with the same formula, charge and spin   0.0693 eV